{"formula": "C5H10O", "method": "wB97M-V/def2-TZVPD", "smiles": "C1C[C@H]2C[C@@H]12.O", "multiplicity": 1, "energy_ha": -271.68138, "relative_energy_kj_mol": 187.0, "gap_ev": 10.91, "elements": ["O", "C", "C", "C", "C", "C", "H", "H", "H", "H", "H", "H", "H", "H", "H", "H"], "coordinates": [[0.9739, 2.5544, -1.0934], [1.0377, -0.2926, 0.0372], [0.2972, -1.5386, -0.5025], [-0.9378, -1.1193, 0.3011], [-1.4653, 0.1595, -0.2523], [-0.2722, 0.1963, 0.6741], [1.7212, 2.5332, -0.4836], [1.7410, -0.5669, 0.8291], [1.5535, 0.3345, -0.6945], [0.7522, -2.4906, -0.2252], [0.1297, -1.5245, -1.5853], [-1.5239, -1.7636, 0.9475], [-1.3831, 0.3683, -1.3194], [-2.3913, 0.5093, 0.1986], [0.3082, 2.0056, -0.6550], [-0.3440, 0.7267, 1.6203]], "atomic_forces_ev_per_a": [[-0.032, 0.132, 0.160], [0.154, 0.030, -0.015], [0.009, -0.177, -0.078], [-0.183, -0.245, 0.053], [-0.072, 0.082, -0.097], [0.082, 0.104, 0.267], [-0.089, 0.090, -0.127], [-0.073, -0.009, -0.134], [-0.135, -0.108, 0.120], [-0.079, 0.115, 0.025], [0.025, -0.108, 0.160], [0.020, 0.090, -0.155], [0.088, -0.041, 0.163], [0.202, 0.011, -0.069], [0.036, 0.147, -0.114], [0.047, -0.113, -0.157]], "mulliken_charge": [-0.690, -0.329, -0.754, -0.244, -0.478, -0.570, 0.330, 0.202, 0.416, 0.271, 0.265, 0.386, 0.219, 0.285, 0.359, 0.332]}


{"formula": "C3H8GdO2", "method": "wB97M-V/def2-TZVPD", "total_charge": 1, "multiplicity": 8, "energy_ha": -1034.91962, "s_squared": 16.263, "gap_ev": [8.34, 7.05], "elements": ["C", "C", "O", "C", "Gd", "H", "H", "H", "H", "H", "H", "O", "H", "H"], "coordinates": [[0.3709, 1.6770, 0.3384], [-0.9252, 0.9301, 0.0895], [-0.6667, -0.4949, 0.1508], [-1.5178, -1.2983, -0.6231], [2.1402, 0.0516, 0.4015], [0.5644, 2.3889, -0.4801], [0.3463, 2.1920, 1.3126], [-1.3512, 1.1592, -0.9022], [-1.6894, 1.1139, 0.8627], [-1.3761, -2.3467, -0.3274], [-2.5660, -0.9878, -0.4807], [3.7937, -1.3078, 0.3283], [4.1387, -1.8721, 1.0188], [-1.2618, -1.2051, -1.6891]], "atomic_forces_ev_per_a": [[-1.525, 1.698, 0.019], [-0.331, -0.701, -0.097], [1.749, 0.360, 0.487], [-0.711, -0.484, -0.678], [0.701, -1.892, -0.329], [0.218, -0.133, 0.423], [0.329, -0.064, -0.352], [0.227, 0.014, 0.326], [0.297, 0.271, -0.268], [-0.138, 0.413, 0.025], [0.306, -0.292, 0.002], [-1.479, 1.203, 0.339], [0.516, -0.398, -0.059], [-0.157, 0.005, 0.162]], "mulliken_spin": [0.328, 0.101, 0.059, -0.014, 6.609, -0.064, -0.059, 0.024, 0.034, 0.002, -0.003, -0.008, -0.004, -0.005]}


{"formula": "C31H50N3O4P", "method": "wB97M-V/def2-TZVPD", "multiplicity": 3, "energy_ha": -2017.61582, "s_squared": 2.008, "relative_energy_kj_mol": 51.5, "gap_ev": 7.66, "elements": ["C", "C", "N", "C", "O", "C", "C", "C", "C", "C", "P", "C", "C", "C", "C", "C", "O", "H", "H", "H", "H", "H", "H", "H", "H", "H", "H", "H", "H", "H", "H", "C", "C", "C", "C", "C", "C", "N", "O", "C", "C", "C", "H", "H", "H", "H", "H", "H", "H", "H", "H", "H", "H", "H", "H", "H", "H", "H", "H", "H", "C", "C", "C", "C", "C", "C", "N", "O", "C", "C", "C", "H", "H", "H", "H", "H", "H", "H", "H", "H", "H", "H", "H", "H", "H", "H", "H", "H", "H"], "coordinates": [[9.1386, -4.2732, -3.8358], [7.9545, -4.6963, -4.3406], [6.9872, -5.2500, -3.4576], [7.0405, -6.6344, -3.1855], [8.0108, -7.2573, -2.8989], [5.6135, -7.0876, -3.2685], [5.0811, -8.3593, -3.2417], [3.6993, -8.4878, -3.3042], [2.8668, -7.3803, -3.4032], [3.4097, -6.0911, -3.4220], [2.4202, -4.5467, -3.5162], [2.6212, -3.8485, -1.8007], [0.6301, -4.9566, -3.6583], [0.2675, -5.7592, -4.9185], [4.8009, -5.9692, -3.3715], [5.6725, -4.7463, -3.4135], [5.3730, -3.5957, -3.4339], [9.1648, -3.5920, -2.9929], [10.0934, -4.5869, -4.2404], [7.7643, -4.6376, -5.4074], [5.7406, -9.2089, -3.1457], [3.2673, -9.4780, -3.2702], [1.7976, -7.5088, -3.4351], [2.4395, -2.7840, -1.7660], [3.6344, -4.0981, -1.5042], [1.9621, -4.4288, -1.1548], [0.1214, -3.9959, -3.7159], [0.2634, -5.4346, -2.7464], [0.9410, -5.5167, -5.7368], [0.2201, -6.8236, -4.7146], [-0.7348, -5.4650, -5.2235], [0.2275, 1.9385, -1.3922], [-0.0975, 0.4264, -1.4361], [-1.4658, 0.2227, -2.0877], [-2.6275, 0.6399, -1.1869], [-2.5301, -0.0406, 0.1782], [-1.1727, 0.1477, 0.8577], [-0.0429, -0.1657, -0.0668], [0.0759, -1.4523, -0.1663], [-1.0525, 1.5890, 1.3832], [-1.1135, -0.7290, 2.1041], [0.9854, -0.1806, -2.3193], [0.7008, 2.2548, -2.3211], [-0.6544, 2.5664, -1.2776], [0.9232, 2.1716, -0.5863], [-1.5890, -0.8331, -2.3513], [-1.5062, 0.7811, -3.0253], [-2.6519, 1.7264, -1.0670], [-3.5717, 0.3689, -1.6635], [-3.3180, 0.3371, 0.8338], [-2.7301, -1.1092, 0.0482], [-0.0526, 1.7789, 1.7755], [-1.7528, 1.7602, 2.2013], [-1.2779, 2.3491, 0.6399], [-1.3085, -1.7773, 1.8848], [-1.8709, -0.4032, 2.8167], [-0.1398, -0.6561, 2.5907], [1.9739, -0.0302, -1.8810], [0.9807, 0.2955, -3.2992], [0.8465, -1.2472, -2.4882], [-2.9660, 5.3431, 6.1219], [-2.4251, 5.8681, 4.7708], [-2.9310, 7.2916, 4.5370], [-4.4138, 7.3517, 4.1810], [-4.7303, 6.4279, 3.0072], [-4.2425, 4.9920, 3.2078], [-2.8142, 4.9525, 3.6549], [-2.0459, 5.1914, 2.6410], [-5.1460, 4.2746, 4.2283], [-4.4323, 4.2114, 1.9126], [-0.9083, 5.8890, 4.9371], [-2.3063, 5.6358, 6.9377], [-3.9482, 5.7381, 6.3761], [-3.0188, 4.2542, 6.1320], [-2.3571, 7.7516, 3.7262], [-2.7414, 7.8931, 5.4286], [-5.0291, 7.0889, 5.0459], [-4.6835, 8.3770, 3.9212], [-5.8075, 6.4210, 2.8272], [-4.2746, 6.8457, 2.1038], [-4.7495, 3.2866, 4.4670], [-6.1421, 4.1352, 3.8084], [-5.2840, 4.8219, 5.1571], [-3.9355, 4.6833, 1.0659], [-5.4902, 4.1565, 1.6570], [-4.0579, 3.1892, 1.9958], [-0.5242, 4.8842, 5.1208], [-0.6447, 6.5146, 5.7892], [-0.4002, 6.2993, 4.0667]], "atomic_forces_ev_per_a": [[-0.503, -0.149, -0.162], [1.658, 0.397, 0.849], [-0.251, 1.914, -0.497], [-0.917, 0.083, 0.009], [0.624, -0.428, -0.167], [-0.134, 0.192, 0.072], [0.270, 0.040, 0.242], [-0.013, -0.227, -0.146], [0.576, 0.170, 0.097], [-0.599, 0.487, 0.466], [0.468, 1.182, -0.830], [-0.189, -1.410, -0.505], [0.187, -0.623, 0.419], [-0.379, 0.461, 0.437], [-0.427, -0.109, 0.267], [-0.308, -1.684, -0.275], [-0.060, 0.829, -0.156], [0.002, -1.223, 1.055], [0.001, 1.148, -1.042], [-0.094, -1.216, -0.123], [-0.053, -0.141, -0.014], [-0.067, -0.054, -0.021], [-0.096, -0.058, 0.019], [-0.085, 0.096, 0.063], [0.188, 0.322, 0.074], [-0.159, 0.367, 0.293], [0.190, 0.229, 0.118], [-0.144, -0.132, -0.025], [0.113, -0.238, -0.103], [0.275, -0.140, -0.211], [-0.085, -0.058, -0.157], [-0.072, 0.178, 0.172], [0.671, 1.578, -0.713], [-0.442, -0.304, 0.221], [0.077, 0.021, 0.059], [-0.144, -0.203, -0.564], [-0.266, 1.292, 1.251], [-1.466, -1.655, -0.833], [0.653, 0.040, 0.297], [0.038, 0.291, -0.169], [0.220, -0.531, -0.083], [0.199, -0.592, 0.069], [-0.017, -0.141, -0.063], [0.008, -0.025, 0.106], [-0.015, -0.030, 0.024], [0.097, -0.034, 0.079], [0.155, 0.041, 0.009], [0.040, -0.003, 0.006], [-0.005, 0.009, 0.007], [0.107, 0.036, 0.120], [0.159, -0.035, 0.022], [0.031, -0.021, -0.053], [-0.046, -0.165, 0.004], [0.070, -0.007, -0.010], [0.115, 0.007, -0.088], [-0.025, 0.145, -0.071], [0.017, 0.003, -0.035], [-0.008, -0.011, 0.027], [-0.108, 0.152, 0.058], [-0.049, -0.006, 0.147], [-0.238, -0.096, 0.048], [0.076, -0.268, 1.856], [-0.243, 0.198, -0.445], [-0.003, -0.099, 0.029], [0.256, 0.501, -0.007], [-1.387, -0.937, 0.529], [0.180, 1.902, -1.314], [0.229, -0.733, -0.080], [0.012, 0.062, 0.296], [0.497, 0.010, -0.514], [0.267, -0.058, -0.509], [0.087, 0.082, -0.090], [-0.035, -0.069, -0.064], [-0.002, 0.000, -0.041], [0.044, -0.116, -0.036], [0.086, -0.116, 0.070], [0.025, -0.025, 0.007], [-0.016, -0.004, 0.002], [-0.006, -0.163, -0.008], [0.116, -0.118, 0.001], [0.039, 0.014, 0.006], [0.042, 0.034, -0.126], [0.075, -0.016, 0.002], [0.155, -0.004, 0.095], [-0.069, 0.057, 0.207], [0.043, 0.024, 0.076], [-0.005, -0.008, -0.020], [-0.141, -0.009, 0.066], [-0.063, -0.102, -0.070]], "mulliken_spin": [0.000, 0.000, 0.000, 0.000, 0.000, 0.000, 0.000, 0.000, 0.000, 0.000, 0.000, 0.004, 0.000, 0.000, 0.000, 0.000, 0.000, 0.000, 0.000, 0.000, 0.000, 0.000, 0.000, -0.002, 0.000, 0.001, 0.000, 0.000, 0.000, 0.000, 0.000, 0.012, 0.033, 0.026, -0.022, 0.025, 0.029, 0.351, 0.559, 0.025, -0.014, -0.026, 0.001, 0.001, -0.011, 0.001, 0.000, 0.001, 0.002, 0.001, 0.004, -0.014, 0.006, 0.002, 0.000, 0.001, 0.000, 0.000, -0.001, 0.010, 0.016, 0.025, 0.021, -0.019, 0.020, 0.033, 0.327, 0.590, 0.011, -0.033, -0.008, 0.001, 0.001, -0.009, 0.003, 0.002, 0.000, 0.002, 0.002, 0.006, -0.005, 0.000, 0.001, 0.001, 0.000, 0.009, -0.001, 0.001, 0.001]}


Here are the calculated max |F| numbers, same order: 0.0060; 0.0444; 0.0460 (Eh/bohr).